ORCA calculation (ωB97M-V/def2-TZVPD) on a molecular structure, C25H49Li5O13P.

Computed properties:
Expectation value of S² = 0.754
Frontier orbital gap (spin up / spin down) = 8.53 / 3.03 eV
F_max = 0.093 Eh/bohr
E_HOMO (spin up / spin down) = -13.77 / -13.77 eV
E_LUMO (spin up / spin down) = -5.239 / -10.739 eV
2S+1 = 2
Total charge = +2

Last column: Mulliken spin population.
Geometry (Å):
Li  -1.864  0.133  -3.092  0.00
Li  1.116  2.122  0.090  0.00
Li  0.639  2.561  -2.784  0.00
Li  -1.760  2.996  -0.840  0.00
Li  0.699  -0.817  -2.224  0.00
P  -0.544  0.924  -1.240  0.00
O  -1.015  -0.538  -1.468  0.00
O  -0.720  1.686  0.123  0.02
O  -1.120  1.801  -2.367  0.00
O  0.981  1.038  -1.496  0.00
O  1.069  6.052  -0.808  0.00
C  0.380  4.892  -0.955  0.00
O  -0.884  4.909  -0.934  0.00
O  0.982  3.856  -1.080  0.00
H  0.405  6.737  -0.918  0.00
C  2.478  4.394  3.368  0.00
C  2.010  3.110  4.025  0.00
C  0.856  2.653  3.122  0.00
O  1.254  3.041  1.801  0.00
C  1.948  4.272  1.931  0.00
H  3.565  4.421  3.289  0.00
H  2.103  5.249  3.932  0.00
H  1.669  3.220  5.054  0.00
H  2.796  2.357  4.075  0.00
H  -0.113  3.087  3.366  0.00
H  0.537  1.611  3.112  0.00
H  1.201  5.057  1.817  0.00
H  2.735  4.434  1.194  0.00
C  -5.650  -0.906  -3.981  0.00
C  -5.650  -1.529  -2.620  0.00
C  -4.370  -0.994  -1.983  0.01
O  -3.971  0.044  -2.863  0.00
C  -5.042  0.484  -3.668  0.00
H  -6.667  -0.732  -4.332  0.00
H  -4.990  -1.423  -4.677  0.00
H  -5.656  -2.618  -2.661  0.00
H  -6.556  -1.263  -2.075  0.00
H  -3.633  -1.796  -1.938  0.00
H  -4.540  -0.631  -0.969  -0.01
H  -4.611  1.011  -4.518  0.00
H  -5.691  1.187  -3.144  0.00
C  -1.433  -3.825  1.539  0.00
C  -0.457  -4.931  1.920  0.00
C  -0.688  -6.001  0.873  0.00
O  -0.729  -5.198  -0.270  0.00
C  -1.405  -3.939  0.054  0.00
H  -1.176  -2.825  1.889  0.00
H  -2.406  -4.131  1.924  0.00
H  -0.686  -5.350  2.899  0.00
H  0.587  -4.620  1.878  0.00
H  -1.554  -6.630  1.079  0.00
H  0.160  -6.685  0.921  0.00
H  -2.423  -4.004  -0.332  0.00
H  -0.927  -3.108  -0.464  0.00
C  4.054  -2.485  -2.710  0.00
C  3.337  -3.799  -2.310  0.00
C  2.216  -3.368  -1.359  0.00
O  2.145  -1.967  -1.522  0.00
C  3.428  -1.454  -1.780  0.00
H  3.921  -2.254  -3.767  0.00
H  5.112  -2.717  -2.590  0.00
H  4.009  -4.595  -1.989  0.00
H  2.936  -4.237  -3.224  0.00
H  2.445  -3.566  -0.311  0.00
H  1.237  -3.797  -1.569  0.00
H  4.083  -1.259  -0.931  0.00
H  3.469  -0.449  -2.200  0.00
C  -2.395  0.125  2.550  0.02
C  -3.260  -0.674  3.462  0.00
C  -4.625  -0.231  2.996  0.01
O  -4.501  0.143  1.675  0.62
C  -3.148  0.080  1.261  0.08
H  -1.357  -0.200  2.488  0.00
H  -2.377  1.181  2.820  0.01
H  -3.021  -0.501  4.511  0.00
H  -3.178  -1.733  3.219  0.01
H  -4.985  0.589  3.617  0.08
H  -5.283  -1.083  3.167  0.07
H  -2.873  0.825  0.515  0.03
H  -2.876  -0.862  0.785  0.06
C  5.442  1.187  0.323  0.00
C  5.229  1.907  -0.993  0.00
C  3.803  2.411  -0.922  0.00
O  3.193  1.736  0.160  0.00
C  4.210  1.563  1.161  0.00
H  6.414  1.319  0.797  0.00
H  5.372  0.141  0.026  0.00
H  5.351  1.209  -1.820  0.00
H  5.909  2.743  -1.157  0.00
H  3.308  2.344  -1.891  0.00
H  3.737  3.475  -0.695  0.00
H  4.013  0.875  1.983  0.00
H  4.268  2.535  1.652  0.00